Record 1
A structure of composition C27H15BrF4HoI2NOP in a non-equilibrium geometry, computed with the ωB97M-V functional and the def2-TZVPD basis.

XYZ file:
```
53
C27H15BrF4HoI2NOP the ωB97M-V functional and the def2-TZVPD basis
Ho -1.42 -0.21 -0.89
I 2.76 -1.38 -4.26
I -1.67 -3.66 -7.36
Br -0.97 -2.64 0.52
P 0.22 0.88 1.05
F 2.63 -1.13 5.17
F 0.27 -4.26 2.60
F 1.84 0.86 3.59
F 1.86 -3.69 4.69
O 0.30 -0.66 -2.21
N -2.67 -1.23 -2.49
C 4.48 2.13 -0.28
C -4.43 -2.17 -3.78
C -0.39 3.44 2.08
C -0.53 2.05 2.22
C 1.47 -2.70 3.87
C -2.04 2.47 4.11
C 0.63 -0.61 2.12
C -1.02 4.33 2.96
C 3.95 2.70 0.87
C -1.40 1.59 3.23
C 1.45 -0.38 3.26
C -1.67 -1.57 -3.40
C -0.22 -1.27 -3.23
C 0.18 -2.37 -5.42
C 1.86 -1.41 4.11
C 2.44 0.87 -0.57
C 2.67 2.36 1.30
C -1.17 -2.64 -5.56
C -1.84 3.84 3.98
C 3.73 1.21 -1.00
C 0.21 -1.97 1.91
C 0.65 -2.98 2.79
C -3.97 -1.52 -2.67
C -2.11 -2.25 -4.58
C 1.89 1.44 0.59
C 0.63 -1.70 -4.29
C -3.49 -2.53 -4.73
H 4.54 3.41 1.44
H 0.89 -2.67 -6.19
H -5.48 -2.39 -3.90
H -2.69 2.09 4.88
H -0.89 5.40 2.84
H -3.87 -3.05 -5.60
H 5.48 2.39 -0.61
H -4.63 -1.20 -1.88
H 2.30 2.81 2.22
H 0.21 3.86 1.28
H -3.05 0.16 0.27
H 1.88 0.15 -1.16
H -2.34 4.53 4.65
H 4.14 0.75 -1.90
H -1.61 0.53 3.35
```

Summary:
Energy in Ha: -6025.9048
Lowest unoccupied orbital energy (spin up / spin down) in eV: -3.88 / -3.80
⟨S²⟩: 6.004
Net charge: +1
Multiplicity: 5

---

Record 2
A cluster of 2 separate species, C4H14N2O in total, computed with the ωB97M-V functional and the def2-TZVPD basis.

XYZ file:
```
21
C4H14N2O the ωB97M-V functional and the def2-TZVPD basis
O 1.54 2.18 -0.19
N 0.33 -0.66 -0.16
N 2.67 -1.06 -0.31
C -2.34 1.03 -0.22
C 1.48 -1.11 0.54
C -0.95 -1.00 0.42
C -2.10 -0.46 -0.42
H 0.45 0.30 -0.48
H -0.99 -2.09 0.48
H -1.05 -0.64 1.46
H -1.55 1.64 -0.66
H 3.49 -1.12 0.28
H 2.76 -0.16 -0.77
H -1.91 -0.65 -1.47
H -3.27 1.34 -0.69
H -2.47 1.28 0.83
H 2.46 1.94 -0.07
H 1.34 -2.16 0.80
H 1.64 -0.58 1.50
H -3.01 -1.00 -0.14
H 1.48 2.98 -0.72
```

Summary:
Energy in Ha: -345.5314
Energy above the lowest of the compared OMol25 structures with the same formula, charge and spin in eV: 1.220
Lowest unoccupied orbital energy in eV: 0.55
Net charge: 0

---

Record 3
A cluster of 3 separate species, C17H22BN3O4 in total, computed with the ωB97M-V functional and the def2-TZVPD basis.

XYZ file:
```
47
C17H22BN3O4 the ωB97M-V functional and the def2-TZVPD basis
O -2.47 -2.13 0.67
O 7.44 1.83 -3.38
O -6.54 -5.13 -0.88
O 2.43 0.28 -2.66
N -1.20 1.21 4.04
N -2.60 0.16 2.48
N -2.01 2.45 2.30
C -0.53 1.58 0.43
C 4.12 1.82 -2.13
C 4.49 -0.11 -3.74
C -3.52 -3.27 -1.09
C -3.40 -2.81 0.32
C 1.73 0.64 0.97
C 5.38 2.21 -2.31
C -5.48 -3.98 0.88
C -5.61 -4.44 -0.52
C -1.63 2.52 0.88
C 0.80 1.85 1.12
C -4.46 -3.22 1.27
C 5.75 0.28 -3.91
C 6.29 1.47 -3.21
C -4.55 -4.03 -1.48
C -1.89 1.26 2.98
C 3.57 0.63 -2.83
B 2.95 0.77 1.94
H 0.67 2.13 2.15
H -0.81 0.54 0.48
H -1.24 3.52 0.72
H -4.66 -4.38 -2.50
H 1.19 -0.29 1.09
H 3.24 -0.09 2.72
H -3.07 0.42 1.61
H -0.38 1.77 -0.63
H -1.96 -0.59 2.25
H -1.63 3.20 2.85
H -2.50 2.46 0.24
H 3.44 2.35 -1.47
H -4.35 -2.87 2.29
H 5.79 3.08 -1.80
H -6.27 -4.29 1.56
H 2.16 0.63 -0.03
H -2.74 -2.96 -1.77
H 1.27 2.65 0.56
H 4.07 -0.97 -4.24
H 3.59 1.78 1.88
H -1.31 0.30 4.48
H 6.43 -0.24 -4.57
```

Summary:
Energy in Ha: -1150.9623
Energy above the lowest of the compared OMol25 structures with the same formula, charge and spin in eV: 4.254
Lowest unoccupied orbital energy in eV: -1.75
Net charge: 0

---

Record 4
A cluster of 2 separate species, C10H16O in total in a non-equilibrium geometry, computed with the ωB97M-V functional and the def2-TZVPD basis.

XYZ file:
```
27
C10H16O the ωB97M-V functional and the def2-TZVPD basis
O 1.60 1.01 3.71
C 0.37 -1.42 -2.09
C -0.60 1.05 0.85
C 0.25 1.55 1.78
C -2.13 -0.68 0.00
C 1.28 1.01 -2.21
C -0.94 -0.32 0.80
C 0.16 0.02 -2.54
C 0.61 -0.79 2.60
C 0.86 0.58 2.66
C -0.41 -1.20 1.71
H -3.04 -0.84 0.60
H -0.01 0.02 -3.62
H -2.47 0.00 -0.78
H 1.00 1.91 -2.78
H 0.32 -1.33 -0.99
H 1.76 1.96 3.64
H -2.16 -1.65 -0.57
H 1.42 -1.72 -2.16
H 1.20 1.40 -1.16
H -0.17 -2.27 -2.46
H 2.27 0.62 -2.27
H 1.06 -1.39 3.37
H -0.76 0.38 -2.07
H -0.81 -2.20 1.74
H -1.12 1.76 0.19
H 0.46 2.57 2.05
```

Summary:
Energy in Ha: -465.8360
Energy above the lowest of the compared OMol25 structures with the same formula, charge and spin in eV: 1.683
Lowest unoccupied orbital energy in eV: 0.82
Net charge: 0

---

Record 5
The ion C6H10N with charge +1 in a non-equilibrium geometry, computed with the ωB97M-V functional and the def2-TZVPD basis.

XYZ file:
```
17
C6H10N the ωB97M-V functional and the def2-TZVPD basis
N 1.72 -0.29 -0.17
C -2.07 -1.14 -0.04
C 2.94 -0.71 -0.26
C -0.82 -0.63 0.32
C 1.11 0.84 0.34
C -0.38 0.66 0.03
C -1.20 1.60 -0.50
H -2.20 1.36 -0.73
H 1.48 1.78 -0.19
H -2.76 -1.02 0.74
H -0.99 2.71 -0.39
H -2.01 -2.23 -0.09
H 2.92 -1.83 -0.40
H 1.05 0.87 1.40
H 3.90 -0.20 -0.25
H -0.29 -1.12 1.16
H -2.39 -0.66 -0.96
```

Summary:
Energy in Ha: -288.9714
Energy above the lowest of the compared OMol25 structures with the same formula, charge and spin in eV: 3.035
Lowest unoccupied orbital energy (spin up / spin down) in eV: -6.47 / -6.47
Net charge: +1

---

Record 6
A cluster of 2 separate species, C2H2Cl3NO in total in a non-equilibrium geometry, computed with the ωB97M-V functional and the def2-TZVPD basis.

XYZ file:
```
9
C2H2Cl3NO the ωB97M-V functional and the def2-TZVPD basis
Cl -1.64 2.53 -0.40
Cl -0.43 -3.07 -1.31
Cl -1.49 -0.45 0.22
O 1.55 -2.35 -0.10
N 1.02 -2.05 -1.10
C -0.24 0.64 0.73
C -0.24 1.92 0.41
H 0.76 0.30 1.05
H 0.71 2.53 0.50
```

Summary:
Energy in Ha: -1587.8504
Energy above the lowest of the compared OMol25 structures with the same formula, charge and spin in eV: 3.347
Lowest unoccupied orbital energy in eV: -1.17
Net charge: 0

---

Record 7
A cluster of 9 separate species, C36H96N6O12 in total in a non-equilibrium geometry, computed with the ωB97M-V functional and the def2-TZVPD basis.

XYZ file:
```
150
C36H96N6O12 the ωB97M-V functional and the def2-TZVPD basis
O 14.87 7.63 -0.25
O 12.81 2.44 -2.32
O 6.19 7.72 2.11
O 8.36 0.47 -0.12
O 11.31 2.67 3.22
O 1.15 8.78 3.88
O 4.80 3.58 -0.30
O 10.79 5.85 -0.46
O 12.19 7.74 3.86
O 9.41 9.94 -4.18
O 12.13 -3.32 -3.49
O 9.09 4.32 3.72
N 3.33 7.98 2.23
N 13.84 -0.03 -3.63
N 4.65 5.22 3.06
N 8.15 0.39 -3.77
N 12.04 0.70 6.27
N 12.16 7.91 0.95
C 7.75 2.28 3.95
C 2.47 8.64 4.40
C 7.76 0.05 -2.40
C 11.95 3.38 -1.69
C 12.83 8.78 -0.02
C 11.42 1.76 5.46
C 9.49 5.70 0.10
C 13.68 7.95 -0.93
C 6.02 2.87 -0.19
C 12.08 1.87 4.09
C 13.00 -2.28 -3.09
C 14.03 0.43 -2.26
C 7.83 3.71 3.42
C 7.45 8.15 2.55
C 3.43 8.96 3.30
C 4.44 4.12 2.11
C 12.87 1.21 -1.66
C 7.70 -1.45 -2.16
C 4.60 4.59 0.66
C 0.19 8.86 4.89
C 8.70 0.75 -1.45
C 11.05 8.27 -3.53
C 9.18 1.16 0.78
C 11.41 3.07 6.22
C 3.08 3.49 2.35
C 11.33 8.70 1.88
C 12.20 6.55 4.62
C 11.00 7.91 3.12
C 9.62 8.76 -3.40
C 12.75 -0.99 -3.83
C 5.55 8.71 1.35
C 8.54 6.67 -0.58
C 10.77 -3.09 -3.18
C 4.12 8.36 1.04
C 15.81 6.97 -1.07
C 11.99 2.99 2.02
H 10.21 -3.96 -3.53
H 7.66 3.71 2.33
H 7.10 -1.95 -2.92
H 2.61 9.34 5.23
H 9.06 7.62 -0.72
H 7.68 2.27 5.03
H 12.21 2.05 1.50
H 12.07 9.32 -0.59
H 12.71 -1.21 -4.90
H 11.46 6.62 5.43
H 3.30 10.00 2.97
H 12.40 3.39 6.56
H 5.56 5.67 2.94
H 7.41 9.09 3.11
H 12.95 -2.13 -2.01
H 8.68 -1.91 -2.02
H 10.97 3.85 5.61
H 13.05 1.33 -0.58
H 12.02 4.30 -2.26
H 8.63 1.71 3.63
H 4.11 7.48 0.39
H 7.87 7.38 3.21
H 10.37 -2.22 -3.70
H 9.35 8.96 -2.36
H 9.65 10.70 -3.65
H 10.40 8.97 1.37
H -0.81 8.92 4.46
H 6.87 1.80 3.53
H 14.21 -0.44 -1.61
H 9.73 0.38 -1.62
H 7.06 4.29 3.91
H 9.01 0.78 1.79
H 8.72 1.83 -1.68
H 0.34 9.75 5.51
H 8.16 8.25 1.72
H 10.76 2.98 7.09
H 11.93 5.68 4.01
H 2.60 7.62 4.76
H 13.09 2.30 4.18
H 6.16 2.44 0.80
H 13.17 7.02 -1.24
H 12.19 0.86 3.65
H 7.15 -1.60 -1.22
H 12.93 3.52 2.21
H 10.27 8.48 3.71
H 3.64 5.05 0.39
H 6.75 0.45 -2.18
H 13.46 9.52 0.48
H 12.90 7.53 1.54
H 10.24 0.94 0.59
H 9.55 5.95 1.17
H 12.04 -0.17 5.74
H 5.38 5.36 0.60
H 9.01 2.24 0.75
H 3.65 9.18 0.49
H 16.10 7.60 -1.91
H 5.59 9.69 1.86
H 6.85 3.53 -0.47
H 16.68 6.78 -0.44
H 5.97 2.07 -0.92
H 11.78 -0.56 -3.56
H 10.92 3.02 -1.69
H 11.25 8.01 -4.56
H 10.62 -2.97 -2.10
H 13.19 6.44 5.04
H 6.09 8.89 0.41
H 13.69 0.78 -4.22
H 0.20 7.97 5.55
H 11.82 9.64 2.16
H 8.25 6.38 -1.60
H 10.55 6.95 2.88
H 8.96 7.97 -3.75
H 4.43 8.93 3.76
H 5.20 3.38 2.36
H 14.89 1.09 -2.19
H 2.35 7.98 1.96
H 4.03 6.00 2.80
H 12.31 3.59 -0.68
H 7.64 -0.20 -4.42
H 9.15 4.67 0.00
H 11.37 3.61 1.37
H 14.00 -2.65 -3.35
H 7.61 6.89 -0.05
H 2.77 2.92 1.47
H 9.79 3.68 3.50
H 11.74 9.04 -3.19
H 11.21 6.62 0.00
H 2.31 4.24 2.54
H 3.12 2.82 3.21
H 11.26 7.35 -2.96
H 13.04 0.92 6.34
H 11.90 0.69 -1.75
H 13.91 8.42 -1.90
H 15.40 6.02 -1.44
H 10.37 1.49 5.26
H 7.83 1.33 -4.00
```

Summary:
Energy in Ha: -2660.4404
Energy above the lowest of the compared OMol25 structures with the same formula, charge and spin in eV: 0.000
Lowest unoccupied orbital energy in eV: 0.43
Net charge: 0

---

Record 8
A structure of composition C53H37ClF5GeN2PSSbSe4Ti, computed with the ωB97M-V functional and the def2-TZVPD basis.

XYZ file:
```
107
C53H37ClF5GeN2PSSbSe4Ti the ωB97M-V functional and the def2-TZVPD basis
Sb -1.11 1.52 4.47
Se -1.40 1.05 1.21
Se 0.62 0.31 2.24
Se -2.57 -0.29 4.99
Se 0.71 2.18 5.82
Ge -2.33 0.06 -1.52
Ti -0.06 -0.49 -0.06
Cl 2.32 0.45 -1.08
S 1.64 -2.48 0.68
P 0.70 3.26 -0.73
F 7.11 -2.30 -1.52
F 4.07 -1.14 1.85
F 5.11 -3.53 -2.91
F 6.56 -1.11 0.86
F 2.62 -3.58 -1.93
N -1.18 -2.20 0.69
N -0.09 -1.97 -1.75
C -3.45 1.64 -1.05
C -3.61 -1.42 -1.25
C 0.07 1.18 -3.68
C -1.21 6.07 2.40
C -0.85 5.46 0.11
C 0.02 4.44 0.49
C -3.38 -0.10 -4.16
C 0.98 4.29 -2.22
C -0.35 5.06 2.80
C 5.59 -1.74 0.19
C 2.41 3.04 -0.11
C -3.49 -0.03 -5.57
C -0.12 4.45 -3.07
C -1.69 -2.30 1.91
C -2.44 0.39 -6.32
C 5.04 2.66 0.79
C -0.12 1.24 -6.45
C -4.27 1.62 0.08
C -1.14 0.73 -4.28
C -0.76 -3.12 -1.47
C -1.46 6.26 1.06
C 3.57 -2.97 -1.21
C -2.59 -4.47 1.47
C 4.37 1.63 0.15
C -2.05 -4.39 0.17
C -1.34 -3.24 -0.17
C -5.03 2.74 0.43
C -1.67 -5.31 -2.03
C -4.98 3.88 -0.35
C 4.41 3.87 0.98
C 4.85 -2.95 -1.73
C 3.11 4.06 0.53
C -2.23 0.26 -3.50
C 1.04 1.63 -5.84
C 0.25 4.24 1.86
C -4.19 3.90 -1.49
C 1.13 1.60 -4.43
C 4.30 -1.76 0.69
C -2.41 -3.42 2.34
C 3.25 -2.39 0.02
C -0.31 -3.99 -3.66
C -1.23 0.78 -5.69
C 0.50 -1.87 -2.93
C -2.21 -5.43 -0.80
C -3.44 2.78 -1.84
C 2.34 5.48 -3.82
C -0.92 -4.15 -2.40
C 1.24 5.65 -4.65
C 5.87 -2.34 -1.03
C 3.08 1.83 -0.28
C 0.41 -2.86 -3.91
C 0.01 5.14 -4.27
C 2.21 4.81 -2.61
H -1.07 4.01 -2.80
H -2.86 2.80 -2.76
H 2.03 1.95 -3.94
H -1.68 6.70 3.14
H -1.05 5.63 -0.94
H -1.79 -6.10 -2.76
H -0.13 4.90 3.85
H -2.14 7.05 0.74
H -2.80 -3.43 3.34
H -1.55 -1.46 2.58
H 6.05 2.50 1.14
H -4.25 -0.44 -3.60
H -4.34 0.73 0.70
H -4.16 4.78 -2.12
H 0.91 -2.70 -4.86
H 1.87 1.98 -6.43
H -3.66 -1.70 -0.20
H -0.21 1.27 -7.53
H 0.12 1.21 -2.60
H -2.77 -6.32 -0.53
H 1.35 6.17 -5.59
H -3.35 -2.30 -1.84
H 3.08 4.69 -1.98
H -5.65 2.70 1.31
H -5.56 4.75 -0.07
H 4.92 4.68 1.49
H -0.40 -4.77 -4.40
H -3.14 -5.35 1.77
H -2.51 0.44 -7.40
H 3.30 5.88 -4.11
H -4.60 -1.09 -1.55
H -4.42 -0.32 -6.04
H 2.62 5.01 0.69
H 0.92 3.44 2.19
H -0.85 5.25 -4.92
H 4.85 0.67 -0.01
H 1.05 -0.96 -3.13
```

Summary:
Energy in Ha: -16622.9157
Energy above the lowest of the compared OMol25 structures with the same formula, charge and spin in eV: 2.643
Lowest unoccupied orbital energy (spin up / spin down) in eV: -1.11 / -2.12
⟨S²⟩: 0.768
Net charge: 0
Multiplicity: 2

---

Record 9
A structure of composition C3H8NO in a non-equilibrium geometry, computed with the ωB97M-V functional and the def2-TZVPD basis.

XYZ file:
```
13
C3H8NO the ωB97M-V functional and the def2-TZVPD basis
O -2.55 -0.05 0.24
N 2.39 -0.16 0.22
C -1.37 0.21 -0.04
C -0.17 -0.64 0.24
C 1.03 -0.08 -0.49
H 1.21 0.95 -0.15
H -0.42 -1.69 0.28
H -1.18 1.10 -0.65
H -0.59 0.12 1.07
H 0.98 -0.23 -1.58
H 2.27 -0.89 0.93
H 2.19 2.56 -1.14
H 2.86 2.53 -0.79
```

Summary:
Energy in Ha: -248.9039
Energy above the lowest of the compared OMol25 structures with the same formula, charge and spin in eV: 4.973
Lowest unoccupied orbital energy in eV: 4.03
Net charge: -1

---

Record 10
The molecule C3H5F4NO3S2 in a non-equilibrium geometry, computed with the ωB97M-V functional and the def2-TZVPD basis.

XYZ file:
```
18
C3H5F4NO3S2 the ωB97M-V functional and the def2-TZVPD basis
S -0.57 -0.37 -0.80
S 0.75 0.58 1.58
F 1.39 -1.91 1.90
F -2.11 1.62 -0.83
F -2.89 0.21 0.67
F 2.53 -0.93 0.31
O -0.34 -1.49 0.05
O 1.56 1.68 2.00
O -0.47 0.31 2.29
N 0.47 0.79 -0.06
C -2.28 0.32 -0.60
C -0.52 -0.56 -2.42
C 1.97 -0.79 1.55
H -3.02 0.04 -1.31
H 2.81 -0.29 2.06
H -0.50 0.40 -3.21
H 0.95 1.61 -0.45
H 0.26 -1.21 -2.72
```

Summary:
Energy in Ha: -1593.4311
Energy above the lowest of the compared OMol25 structures with the same formula, charge and spin in eV: 1.635
Lowest unoccupied orbital energy in eV: 0.31
Net charge: 0

---

Number 1: molecular weight 975.03 u. Number 2: molecular weight 106.17 u. Number 3: molecular weight 343.19 u. Number 4: molecular weight 152.24 u. Number 5: molecular weight 96.15 u. Number 6: molecular weight 162.40 u. Number 7: molecular weight 805.19 u. Number 8: molecular weight 1453.45 u. Number 9: molecular weight 74.10 u. Number 10: molecular weight 243.20 u.